{"formula": "C7H12S", "method": "ωB97M-V/def2-TZVPD", "charge": 0, "orbital_gap_ev": 8.6, "fmax_ha_per_bohr": 0.078, "homo_energy_ha": -0.31167, "e_tot_ha": -672.0285, "lumo_energy_ev": 0.10, "smiles": "CC(C)=C(C)CC=S", "relative_energy_ev": 2.405, "symbols": ["C", "C", "C", "C", "C", "C", "C", "H", "H", "H", "H", "H", "H", "H", "H", "H", "H", "H", "H", "S"], "positions_angstrom": [[1.261, 1.137, -1.155], [0.434, -0.134, -0.689], [0.519, -1.230, -1.772], [-0.146, -0.364, 0.499], [-0.773, -1.641, 0.969], [-0.159, 0.811, 1.557], [-1.287, 1.567, 1.210], [1.120, 2.020, -0.556], [2.404, 0.937, -1.094], [0.868, 1.307, -2.142], [-0.124, -2.072, -1.567], [0.152, -0.726, -2.738], [1.646, -1.584, -1.781], [-0.220, -2.127, 1.730], [-0.804, -2.294, 0.147], [-1.791, -1.456, 1.172], [-0.335, 0.460, 2.609], [0.845, 1.244, 1.590], [-2.164, 0.955, 0.976], [-1.445, 3.191, 1.035]]}